# C3H3F

A single C3H3F molecule (wB97M-V/def2-TZVPD, the Open Molecules 2025 dataset).

Each line ends with the Löwdin charge.
CARTESIAN COORDINATES (ANGSTROEM)
F1 -1.83 -0.16 0.11  -0.0247
C1 -0.62 0.27 -0.37  -0.2666
C2 0.66 -0.68 0.15  0.0877
C3 0.54 0.58 0.46  -0.0957
H1 -0.54 0.24 -1.51  0.1366
H2 0.91 -1.65 0.01  0.0540
H3 0.88 1.40 1.14  0.1087

The calculation puts the orbital gap at 10.648 eV. The value obtained for the largest force on an atom is 5.33 eV/A. Its energy relative to the best compared isomer or geometry (same formula, charge and spin) is 99.3 kJ/mol. The calculation puts the LUMO energy at 1.24 eV. For the total energy, the calculation gives -215.844533 a.u.